No. 1
A structure of composition C26H22Cl4N3O4Sc at a distorted geometry, computed with the ωB97M-V functional and the def2-TZVPD basis.

Atoms and positions in Å:
Sc1 -1.3959 1.5575 -1.9182
C1 2.1774 0.5611 -0.2313
O1 1.3601 3.7903 -0.4023
C2 0.4908 3.3192 -1.1418
N1 0.7076 1.9983 -1.6054
C3 1.8499 1.5133 -1.1221
C4 6.3353 2.6910 3.0176
C5 5.3846 -7.0627 -1.2979
C6 6.3037 -4.6075 -1.1889
C7 6.0119 -5.7040 -1.7603
C8 6.1805 1.8692 3.8629
C9 5.9208 3.5888 2.0803
C10 -0.5958 4.1576 -1.5494
C11 -1.1527 3.7837 -2.8356
C12 -2.4438 4.4023 -3.1264
C13 -3.4632 4.2642 -2.1606
C14 -2.9331 4.0690 -0.8600
N2 -1.4397 4.5178 -0.5848
C15 -3.4521 2.8244 -0.0564
N3 -2.9853 1.6662 -0.3855
C16 -3.1556 0.8256 1.3894
C17 -3.1664 2.1699 2.1617
O2 -3.7234 3.1760 1.2128
C18 -2.4288 -0.3004 1.8447
C19 -1.0105 -0.1822 2.2038
C20 -0.3390 -1.3437 2.6177
C21 -1.1346 -2.5201 2.7873
C22 -2.4656 -2.5688 2.5303
C23 -3.3865 -1.3754 2.3001
H1 1.9283 -0.6528 -0.2818
H2 3.0890 0.5035 0.5392
H3 2.7618 2.2717 -1.1368
H4 4.9989 4.0017 0.1001
H5 4.7334 -7.3820 -2.0473
H6 -1.0630 5.2191 -0.0184
H7 -4.1809 -1.6328 1.7539
H8 5.9118 0.8594 4.4904
H9 -0.4127 3.4073 -3.5562
H10 -2.6830 4.5876 -4.1448
H11 -4.5147 4.3272 -2.3627
H12 -4.1195 0.6465 0.9920
H13 -2.1738 2.5994 2.4169
H14 -3.6511 2.2467 3.1815
H15 -0.3301 0.6902 2.1112
H16 0.7393 -1.4356 2.5969
H17 -0.5885 -3.4981 2.9258
H18 -3.0162 -3.4559 2.4598
H19 -3.6030 -0.6711 3.0975
Cl1 -2.1421 -0.8110 -2.3476
C24 -3.3086 -0.7350 -3.9414
Cl2 -2.5591 0.6184 -4.6731
H20 -4.3529 -0.6346 -3.5446
H21 -3.0370 -1.6292 -4.5516
Cl3 0.6593 -8.0506 3.1455
C25 5.2514 3.9250 1.1714
Cl4 6.1070 -8.5053 -0.8252
C26 2.4895 -6.9603 -2.1303
O3 2.1441 -7.5791 -1.1277
O4 2.6925 -6.4461 -3.1320
H22 0.1793 -6.9047 3.0578

Cartesian forces, eV/Å:
Sc 0.702 0.595 0.404
C 1.303 -5.211 0.925
O -1.623 0.587 -0.081
C 6.358 0.377 1.864
N -5.859 0.303 -1.932
C 5.753 1.169 2.906
C -0.275 0.828 0.304
C 4.362 4.618 -3.995
C 0.076 1.021 0.241
C -2.391 -6.363 3.096
C -0.795 -4.874 3.022
C 1.163 -0.975 1.435
C -2.814 -4.513 -4.219
C 0.713 2.282 1.605
C -0.716 -1.810 -0.162
C 3.291 0.802 0.431
C 0.153 0.318 -0.041
N -4.232 -1.516 -1.064
C 3.737 1.720 1.668
N 0.544 0.991 0.238
C -0.194 2.469 0.303
C 0.757 0.688 -0.563
O -0.414 -1.256 0.068
C 1.991 2.411 -0.911
C -0.556 -1.401 -0.056
C -1.564 0.377 -0.475
C 0.558 -1.706 -0.587
C -0.773 1.334 1.168
C 6.747 0.259 1.509
H -0.920 3.290 0.315
H -1.446 1.063 -2.600
H -2.293 -1.039 -0.099
H -0.094 0.464 1.440
H -2.220 -0.003 -0.397
H -0.320 1.144 2.165
H -3.097 -0.489 -2.282
H 1.212 3.470 -1.807
H -0.463 0.521 -0.127
H -0.274 0.276 -0.714
H -0.347 -0.127 -0.062
H -1.137 -0.752 0.496
H -0.088 -0.635 -0.500
H -0.381 -0.576 -1.542
H -1.204 -0.180 -0.454
H -0.039 0.312 0.467
H -0.746 1.204 -0.081
H -0.164 -1.609 0.206
H -1.087 -1.293 1.642
Cl -1.073 -1.431 -0.437
C 1.010 -0.911 1.270
Cl -0.342 1.466 -1.029
H 1.158 0.023 -0.541
H -0.565 0.504 0.904
Cl 0.437 -1.027 0.062
C -1.231 1.074 -4.399
Cl 0.443 0.645 1.100
C -2.765 -3.560 4.764
O 1.913 2.959 -4.157
O 0.550 0.682 -0.645
H -0.430 1.008 -0.062

Properties
Frontier orbital gap (spin up / spin down)   0.1660 / 0.1675 Ha
DFT total energy   -110730.8570 eV
F_max   7.5 eV/Å
Charge   +2
ΔE to the lowest compared entry with this formula, charge and spin   2566.2 kJ/mol
Molecular weight   627.25 g mol⁻¹

These are the Löwdin partial charges, in e, on atoms 1 to 5: atom 1 (Sc): 1.04, atom 2 (C): 0.00, atom 3 (O): 0.09, atom 4 (C): -0.48, atom 5 (N): -0.07

---

No. 2
A cluster of 2 separate species, C6H16N in total at a distorted geometry, computed with the ωB97M-V functional and the def2-TZVPD basis.

Atoms and positions in Å:
C1 -0.0394 -1.8856 1.0906
C2 -0.1936 -0.4945 0.5149
C3 -0.6847 -0.0582 -0.7251
C4 0.8589 -0.1743 -0.9451
C5 2.0225 0.7992 -0.5404
C6 1.5732 2.2521 -1.0121
N1 -2.9357 -0.3578 1.4074
H1 0.6127 -1.8564 1.9769
H2 -1.0012 -2.3412 1.4170
H3 0.3436 -2.6188 0.3615
H4 -0.1645 0.2612 1.3114
H5 -1.1459 -0.8081 -1.3893
H6 -1.2384 0.8704 -0.6462
H7 0.8833 -0.0139 -2.0718
H8 1.3297 -1.1271 -1.0569
H9 2.1323 0.6320 0.5608
H10 2.9314 0.5108 -1.1515
H11 0.4642 2.3505 -0.7137
H12 1.7584 2.2984 -2.1114
H13 2.2441 3.1107 -0.7212
H14 -3.1930 -1.3434 1.3679
H15 -3.4103 -0.0404 2.2414
H16 -3.2173 -0.0129 0.4770

Cartesian forces, eV/Å:
C 0.323 -0.631 -0.435
C -1.886 -1.090 1.593
C -1.682 -1.706 0.600
C 3.530 1.556 -2.841
C -0.777 1.076 0.001
C 0.351 -0.422 0.288
N 0.547 -1.233 -0.776
H -0.160 -0.055 -0.444
H 0.367 0.909 -0.222
H 0.030 0.395 0.244
H 0.692 0.152 -0.710
H 0.178 0.422 0.368
H 0.746 0.399 -0.649
H -0.717 0.185 0.895
H -0.558 -1.293 0.665
H 0.689 0.760 -0.987
H -0.978 0.043 1.150
H 1.877 0.579 -0.674
H -0.911 -0.331 0.532
H -0.997 -1.002 0.603
H 0.188 0.027 0.017
H -0.373 0.828 -0.535
H -0.479 0.432 1.316

Properties
Frontier orbital gap   0.3448 Ha
DFT total energy   -7961.8082 eV
F_max   4.8 eV/Å
Charge   +1
ΔE to the lowest compared entry with this formula, charge and spin   349.7 kJ/mol
Molecular weight   102.20 g mol⁻¹

These are the Löwdin partial charges, in e, on atoms 1 to 5: atom 1 (C): -0.02, atom 2 (C): -0.13, atom 3 (C): -0.10, atom 4 (C): -0.20, atom 5 (C): -0.20

---

No. 3
A cluster of 2 separate species, CH3NO3 in total at a distorted geometry, computed with the ωB97M-V functional and the def2-TZVPD basis.

Atoms and positions in Å:
C1 -0.1638 -0.5411 -0.0683
N1 -0.5826 -0.1881 -1.3823
O1 0.3418 -0.0005 -2.1897
O2 -1.7838 -0.1184 -1.6465
O3 1.0857 -0.8635 0.0629
H1 -0.4392 1.5938 1.1010
H2 -0.9000 -0.7177 0.7487
H3 1.6902 -0.7243 -0.7895

Cartesian forces, eV/Å:
C -0.832 0.443 -0.184
N -0.100 -0.045 0.113
O -0.303 -0.116 0.083
O 0.665 0.057 0.407
O 2.204 -0.121 -1.019
H 0.031 -0.230 -0.222
H 0.796 0.021 -1.092
H -2.461 -0.009 1.914

Properties
Frontier orbital gap (spin up / spin down)   0.3569 / 0.2929 Ha
DFT total energy   -8711.0258 eV
F_max   3.1 eV/Å
ΔE to the lowest compared entry with this formula, charge and spin   573.2 kJ/mol
Molecular weight   77.04 g mol⁻¹

These are the Löwdin partial charges, in e, on atoms 1 to 5: atom 1 (C): -0.18, atom 2 (N): -0.40, atom 3 (O): 0.02, atom 4 (O): 0.05, atom 5 (O): 0.04

---

No. 4
A cluster of 7 separate species, C30H43F19N2O14S in total, computed with the ωB97M-V functional and the def2-TZVPD basis.

Atoms and positions in Å:
C1 3.5146 -1.4130 -6.5804
C2 3.1647 -0.8835 -5.1849
C3 1.7389 -1.2221 -4.7257
N1 1.7413 -2.0208 -3.5048
O1 1.7123 -1.0777 -2.4287
C4 2.7263 -1.2108 -1.5460
O2 3.5004 -2.1116 -1.4810
N2 2.6947 -0.0456 -0.7346
S1 3.1170 -0.2659 0.9327
C5 3.3527 1.1082 -1.3736
C6 4.7382 0.8751 -1.9494
F1 5.5620 0.2385 -1.0405
H1 3.2803 -0.6852 -7.3602
H2 4.5820 -1.6256 -6.6621
H3 2.9790 -2.3401 -6.7972
H4 3.2984 0.1976 -5.1627
H5 3.8514 -1.3232 -4.4569
H6 1.1636 -0.3048 -4.5513
H7 1.2099 -1.8035 -5.4862
H8 0.8853 -2.5530 -3.3958
H9 3.6117 -1.5137 0.9183
H10 2.7037 1.4440 -2.1907
H11 3.3830 1.9125 -0.6389
H12 5.1807 1.8452 -2.1910
H13 4.7052 0.2755 -2.8625
C7 0.7348 5.8323 -4.0339
C8 0.2161 4.7791 -4.9812
O3 1.2687 4.3018 -5.8640
C9 2.0742 3.3886 -5.3668
O4 2.0435 2.8890 -4.2768
C10 3.1140 2.9548 -6.4308
F2 3.6559 3.9935 -7.0643
F3 2.5236 2.1632 -7.3391
F4 4.0819 2.2596 -5.8367
H14 1.1783 6.6577 -4.5909
H15 -0.0927 6.2237 -3.4447
H16 1.4859 5.4232 -3.3585
H17 -0.5334 5.1881 -5.6521
H18 -0.2048 3.9251 -4.4520
C11 0.3140 1.7765 2.0468
C12 -0.8914 1.0674 2.6144
O5 -0.7307 0.8130 4.0344
C13 -1.0275 1.8139 4.8416
O6 -1.4157 2.9068 4.5478
C14 -0.8529 1.3635 6.3131
F5 0.2917 0.6996 6.4959
F6 -1.8661 0.5484 6.6543
F7 -0.8688 2.4121 7.1285
H19 1.2029 1.1871 2.2605
H20 0.2075 1.8661 0.9650
H21 0.4344 2.7735 2.4698
H22 -1.0002 0.0773 2.1777
H23 -1.8156 1.6223 2.4627
C15 2.1703 -4.2447 0.2939
C16 2.1795 -4.3350 1.8011
O7 0.8288 -4.3902 2.3304
C17 0.2312 -5.5662 2.3086
O8 0.6650 -6.6084 1.9149
C18 -1.1775 -5.4373 2.9408
F8 -1.8334 -4.3647 2.4837
F9 -1.0582 -5.3128 4.2738
F10 -1.9079 -6.5174 2.6863
H24 1.5605 -3.3986 -0.0234
H25 3.1795 -4.1017 -0.0870
H26 1.7608 -5.1532 -0.1472
H27 2.5957 -3.4397 2.2581
H28 2.7367 -5.2013 2.1557
C19 -5.3915 -3.4266 3.0139
C20 -5.0373 -1.9766 3.2474
O9 -4.1293 -1.4949 2.2248
C21 -4.6758 -1.1224 1.0807
O10 -5.8338 -1.1106 0.7844
C22 -3.5606 -0.6296 0.1273
F11 -2.5198 -1.4697 0.1204
F12 -3.1166 0.5683 0.5468
F13 -4.0115 -0.5025 -1.1135
H29 -4.4891 -4.0364 2.9659
H30 -6.0107 -3.7861 3.8359
H31 -5.9480 -3.5490 2.0856
H32 -4.4876 -1.8405 4.1756
H33 -5.9196 -1.3380 3.2600
C23 -0.7717 -5.6677 7.2352
C24 -0.6505 -5.8192 8.7333
O11 0.3842 -6.7737 9.0794
C25 1.6248 -6.3165 9.0614
O12 1.9927 -5.2088 8.8021
C26 2.6017 -7.4418 9.4828
F14 2.3230 -8.5930 8.8634
F15 2.5084 -7.6459 10.8057
F16 3.8537 -7.1013 9.1976
H34 -0.9534 -6.6339 6.7646
H35 -1.6049 -5.0057 6.9994
H36 0.1356 -5.2386 6.8127
H37 -1.5536 -6.2373 9.1713
H38 -0.4267 -4.8707 9.2197
C27 -3.9880 9.5907 -3.7678
C28 -4.4936 8.2716 -4.3029
O13 -4.0378 8.0513 -5.6633
C29 -2.8122 7.5872 -5.7998
O14 -2.0290 7.3151 -4.9346
C30 -2.4890 7.3753 -7.2996
F17 -2.8634 8.4201 -8.0389
F18 -3.1346 6.2877 -7.7457
F19 -1.1825 7.1831 -7.4647
H39 -4.2907 10.4092 -4.4205
H40 -4.4073 9.7644 -2.7768
H41 -2.9020 9.5904 -3.6858
H42 -5.5775 8.2569 -4.3815
H43 -4.1713 7.4325 -3.6879

Cartesian forces, eV/Å:
C 0.112 0.072 -0.015
C -0.036 -0.108 -0.028
C -0.137 0.133 -0.111
N 0.285 -0.170 -0.038
O -0.047 -0.003 -0.004
C -0.245 0.527 -0.066
O 0.021 -0.340 0.153
N 0.402 -0.315 0.162
S -0.220 -0.111 0.169
C -0.257 0.229 -0.170
C -0.100 0.085 -0.111
F 0.092 0.007 0.084
H -0.136 -0.087 0.018
H -0.036 0.032 0.000
H 0.056 0.022 -0.002
H 0.112 -0.081 0.088
H -0.060 0.045 0.014
H -0.064 -0.087 -0.099
H 0.066 -0.028 0.039
H -0.120 0.237 0.033
H 0.310 0.111 -0.351
H 0.106 0.025 0.054
H -0.018 -0.082 0.052
H -0.009 -0.025 -0.059
H -0.001 -0.104 0.093
C 0.164 0.007 -0.002
C -0.195 0.042 0.068
O 0.058 -0.057 0.036
C 0.003 -0.018 -0.056
O -0.019 0.037 -0.052
C -0.130 -0.028 0.180
F -0.007 -0.028 0.018
F 0.040 0.031 0.006
F 0.141 0.085 -0.141
H -0.050 0.020 -0.001
H -0.009 0.005 -0.015
H -0.033 -0.034 0.004
H 0.052 0.008 -0.039
H 0.062 -0.022 -0.002
C 0.032 0.032 0.169
C -0.114 -0.053 -0.194
O 0.004 0.049 0.050
C -0.015 -0.004 0.046
O 0.037 -0.057 -0.003
C -0.011 0.020 -0.036
F -0.030 0.024 -0.001
F 0.036 0.018 -0.006
F -0.006 -0.043 -0.026
H 0.040 0.057 -0.064
H 0.005 -0.029 -0.005
H -0.069 -0.002 0.000
H -0.002 -0.010 0.066
H 0.048 0.033 0.065
C -0.209 -0.099 0.059
C 0.191 0.027 -0.017
O -0.053 -0.037 0.029
C -0.008 0.010 0.000
O -0.027 0.062 0.012
C 0.120 -0.035 -0.016
F -0.009 -0.021 0.004
F -0.054 0.009 -0.082
F 0.003 0.044 0.020
H 0.043 0.017 -0.017
H 0.000 0.027 0.023
H 0.021 -0.017 0.023
H -0.033 0.009 -0.008
H -0.089 -0.044 0.006
C 0.058 -0.024 -0.069
C -0.078 -0.010 0.126
O -0.008 0.036 -0.058
C 0.023 0.008 -0.007
O 0.069 -0.028 0.023
C 0.017 -0.054 0.092
F -0.015 0.017 -0.051
F -0.053 0.007 -0.118
F 0.001 0.018 0.048
H -0.019 0.008 0.026
H -0.005 0.002 0.002
H -0.021 0.015 0.014
H 0.035 0.002 -0.028
H 0.007 -0.001 -0.053
C 0.087 -0.060 0.021
C -0.111 0.084 0.014
O 0.053 0.009 0.008
C 0.036 -0.016 0.015
O -0.033 -0.060 0.001
C -0.015 0.037 -0.005
F 0.012 0.031 0.012
F 0.003 -0.002 -0.046
F -0.045 -0.014 0.019
H -0.032 0.011 0.007
H 0.000 0.000 0.006
H -0.017 0.024 0.008
H 0.023 -0.034 -0.003
H 0.047 -0.013 -0.013
C 0.048 0.020 -0.073
C -0.076 -0.013 0.128
O 0.059 -0.014 -0.024
C 0.023 -0.006 -0.043
O -0.070 0.001 -0.029
C -0.008 -0.011 0.039
F 0.018 -0.027 0.021
F 0.021 0.042 0.010
F -0.050 -0.001 0.003
H -0.023 0.001 0.021
H -0.002 -0.001 0.000
H -0.006 -0.018 0.020
H 0.010 0.008 -0.043
H 0.041 0.004 -0.030

Properties
Frontier orbital gap   0.3301 Ha
DFT total energy   -125920.4800 eV
F_max   0.6 eV/Å
Molecular weight   1048.70 g mol⁻¹

These are the Löwdin partial charges, in e, on atoms 1 to 5: atom 1 (C): -0.10, atom 2 (C): -0.23, atom 3 (C): -0.19, atom 4 (N): 0.00, atom 5 (O): 0.00